[1]
C8H8O5ReSbSe4 | ωB97M-V/def2-TZVPD

The net charge is -1. The expectation value of S² is 0.76. As for the spin multiplicity: 2. The value obtained for the LUMO energy (alpha / beta) is 0.76 / 0.72 eV. The value obtained for the total energy is -288717.6712 eV.

Last column: Löwdin charge in e.
Element x y z (Å)
Re -1.16976 0.59009 1.16546  1.05
O 0.57882 3.82071 -0.56402  0.13
C 0.32854 2.66736 -0.36768  -0.52
O -0.87065 2.30619 0.21519  -0.25
C 1.23537 1.53044 -0.77991  -0.10
C 0.39841 0.46544 -1.48735  -0.23
C 1.22811 -0.50324 -2.31091  -0.08
C 1.93400 -1.34239 -1.21650  -0.08
C 1.39547 -0.72253 0.06059  -0.23
O 0.03365 -0.34874 -0.32574  -0.25
C 1.95550 0.67045 0.34298  -0.09
C 1.71368 1.00090 1.80025  -0.52
O 2.56346 1.43472 2.52394  0.13
O 0.45798 0.71905 2.28472  -0.25
H 1.98613 1.96239 -1.43726  0.16
H -0.51247 0.83076 -1.94727  0.17
H 1.92301 0.02517 -2.96232  0.12
H 0.58380 -1.12515 -2.92776  0.12
H 3.02064 -1.27932 -1.25906  0.12
H 1.64778 -2.38953 -1.27903  0.12
H 1.33745 -1.37525 0.92409  0.17
H 3.03205 0.71615 0.19673  0.16
Se -4.04781 -4.03611 2.72661  -0.22
Sb -5.37471 -2.25344 1.91050  -0.41
Se -3.07300 -0.44645 1.66182  0.16
Se -6.41906 -0.79308 3.44561  -0.20
Se -5.88638 -2.12461 -0.39369  -0.22

[2]
C4H11NO2 | ωB97M-V/def2-TZVPD

The structure (SMILES) is C=N/C=C\C.O.O. The value obtained for the LUMO energy is -0.34 eV. The value obtained for the total energy is -9906.1463 eV.

Last column: Löwdin charge in e.
Element x y z (Å)
C -1.75271 -2.33951 0.53366  -0.03
N -0.63103 -1.93939 0.10033  -0.02
C -0.29652 -0.49707 0.26731  -0.19
C 0.28172 0.25464 -0.71938  -0.13
C 1.90672 0.17893 -0.67540  -0.07
H -2.36774 -1.79849 1.23108  0.08
H -1.89297 -3.39730 0.25146  0.08
H -0.03157 -0.37508 1.32645  0.09
H -0.33847 0.72568 -1.47481  0.08
H 2.19382 1.24450 -0.68503  0.05
H 2.09063 -0.12874 0.33886  0.05
H 2.32278 -0.52502 -1.43434  0.09
O -0.72379 5.80441 2.70752  -0.14
H -0.73749 6.37220 1.85236  0.07
H -1.73130 5.86076 2.82399  0.06
O 0.85224 -3.07305 -2.27885  -0.11
H 0.31827 -3.75350 -2.70772  0.03
H 0.53741 -2.61398 -1.45751  0.00